# C2H14N2Si3

The molecule C2H14N2Si3 in a non-equilibrium geometry (the ωB97M-V functional and the def2-TZVPD basis, the OMol25 dataset).

HOMO energy: -8.47 eV
LUMO energy: 0.77 eV
Structure (SMILES): CN([SiH3])[SiH2]N(C)[SiH3]
Net charge: 0
HOMO-LUMO gap: 9.24 eV

Geometry as XYZ:
```
21
C2H14N2Si3 | the OMol25 dataset | the ωB97M-V functional and the def2-TZVPD basis
C 0.45947 2.60290 0.55042
N -0.01513 1.26786 0.91626
Si -1.74030 1.09228 0.93422
Si 0.99414 -0.13466 1.04656
N 0.37709 -1.40227 -0.45132
C -0.01023 -2.68795 0.01415
Si 0.57527 -0.97551 -2.15748
H 1.38121 2.50382 -0.06348
H -0.43033 3.07843 0.05343
H 0.60513 3.36697 1.41110
H -2.22976 1.70919 -0.27424
H -2.30044 1.91662 1.93108
H -2.14673 -0.16822 0.59655
H 1.00883 -0.83658 2.46293
H 2.39176 0.08785 0.56726
H -1.05814 -2.74399 0.38960
H -0.22947 -3.30365 -0.80835
H 0.73398 -3.14384 0.70613
H 1.91820 -1.08847 -2.86751
H 0.23156 0.61327 -2.02120
H -0.51611 -1.75404 -2.93612
```

Here are the natural (NBO) charges for atoms 1 to 2, given in e: C -0.405; N -1.298

# C2H14N9O2P2

The ion C2H14N9O2P2 with charge +1 in a non-equilibrium geometry (the ωB97M-V functional and the def2-TZVPD basis, the OMol25 dataset).

HOMO energy: -11.72 eV
LUMO energy: -2.56 eV
Structure (SMILES): NC1=NN([P@](N)(=[NH2+])OP(N)(N)=O)[C@@H](N)N1
Net charge: +1
HOMO-LUMO gap: 9.16 eV

Geometry as XYZ:
```
29
C2H14N9O2P2 | the OMol25 dataset | the ωB97M-V functional and the def2-TZVPD basis
N -1.31773 -3.28536 0.49197
C -0.58443 -2.33308 -0.10102
N -0.72555 -1.05849 0.06080
N 0.29787 -0.32002 -0.69646
P 0.28608 1.15971 0.01194
N 0.41857 2.25616 -1.16947
N 1.15800 1.44434 1.43342
O -1.13115 1.50313 0.70595
P -2.61366 0.97396 -0.04440
N -2.31705 1.41380 -1.66364
N -3.53931 2.15910 0.54605
O -3.08217 -0.33631 0.21709
C 1.35575 -1.37184 -0.99810
N 2.35221 -1.22904 -0.00102
N 0.64050 -2.62620 -0.86656
H -2.13159 -2.96445 0.83539
H -1.15453 -4.21601 0.15799
H 0.90971 3.18011 -0.79630
H 0.85517 2.08675 -2.05644
H 2.14191 1.37285 1.44915
H 0.71572 1.36920 2.32390
H -2.81640 0.96227 -2.44717
H -1.86130 2.23069 -2.07172
H -3.47004 3.14104 0.36652
H -3.81620 1.97741 1.47878
H 1.79900 -1.16869 -1.91055
H 2.10567 -1.71439 0.92715
H 3.27140 -1.67525 -0.19617
H 0.63549 -3.15752 -1.79742
```

Here are the natural (NBO) charges for atoms 1 to 2, given in e: N -0.767; C 0.564

# C2H14NO3

A cluster of 4 separate species, C2H14NO3 in total in a non-equilibrium geometry (the ωB97M-V functional and the def2-TZVPD basis, the OMol25 dataset).

HOMO energy (spin up / spin down): -19.77 / -19.70 eV
LUMO energy (spin up / spin down): -7.42 / -15.18 eV
Spin multiplicity: 2
Net charge: +2
HOMO-LUMO gap (spin up / spin down): 12.34 / 4.52 eV

Geometry as XYZ:
```
20
C2H14NO3 | the OMol25 dataset | the ωB97M-V functional and the def2-TZVPD basis
C -1.81237 0.86536 -1.09873
N -1.37459 -0.54665 -1.36025
C 0.04983 -0.67792 -1.71801
H -2.87110 0.87091 -0.87710
H -1.44007 1.21607 -0.13214
H -1.56626 1.50053 -1.94144
H -1.99448 -0.85750 -2.10147
H -1.54067 -1.02389 -0.44140
H 0.43100 0.20568 -2.22249
H 0.19756 -1.56364 -2.33313
H 0.64361 -0.83786 -0.82112
H -0.74657 -0.98328 1.89627
H -1.85675 -1.96315 1.83435
O -1.37766 -1.34176 1.26257
H 1.00375 0.47007 3.03201
H 2.20841 0.17667 1.96584
O 1.22545 0.20483 2.12676
H 3.12682 2.01581 1.21668
H 4.34206 1.11828 0.90176
O 3.35203 1.15145 0.81105
```

Here are the natural (NBO) charges for atoms 1 to 2, given in e: C -0.429; N -0.519

# C2H14NO4

A cluster of 5 separate species, C2H14NO4 in total in a non-equilibrium geometry (the ωB97M-V functional and the def2-TZVPD basis, the OMol25 dataset).

HOMO energy: -14.60 eV
LUMO energy: -2.88 eV
Net charge: +1
HOMO-LUMO gap: 11.72 eV

Geometry as XYZ:
```
21
C2H14NO4 | the OMol25 dataset | the ωB97M-V functional and the def2-TZVPD basis
C -1.27450 0.43837 0.38175
C -1.89949 -0.08832 1.43069
N 0.08309 -0.01485 0.05137
H -1.86674 0.98558 -0.32620
H -2.92636 0.29743 1.66436
H -1.41740 -0.77537 2.11043
H 0.43168 -0.17620 1.00889
H 0.23826 -0.84878 -0.60354
H 0.69566 0.69772 -0.40067
H 3.69367 0.07961 0.74285
H 2.95057 0.18563 2.09139
O 2.82571 0.04337 1.15196
H -0.04740 -3.47254 -0.30609
H 1.42539 -2.87968 0.05565
O 0.46902 -2.70099 -0.03813
H 0.43282 3.52711 -0.61401
H -0.65409 3.86081 0.25803
O 0.17672 3.37318 0.30238
H -1.43479 -0.14894 -2.83052
H -1.17425 -1.61363 -3.11161
O -0.72759 -0.76950 -3.01897
```

Here are the natural (NBO) charges for atoms 1 to 2, given in e: C -0.062; C -0.345